DFT (wB97M-V/def2-TZVPD) results for a structure of composition C22H47ClN4O14PZn in a non-equilibrium geometry.

```
90
C22H47ClN4O14PZn wB97M-V/def2-TZVPD
Zn -3.453 0.560 -2.240
Cl -0.903 -1.807 -0.364
O -0.821 -3.095 -0.995
O -1.561 -1.920 0.935
O 0.427 -1.320 -0.279
O -1.536 -0.803 -1.136
N -2.986 -4.349 2.516
C -2.445 -5.238 3.402
C -3.319 -6.285 3.384
C -4.522 -5.959 2.594
C -4.296 -4.668 2.184
H -2.560 -3.483 2.219
H -1.426 -5.172 3.754
H -3.202 -7.143 4.028
H -5.403 -6.583 2.601
H -4.876 -3.900 1.692
O -2.023 1.844 -2.876
P -0.912 2.638 -3.442
N 0.494 1.793 -3.855
C 0.800 0.549 -3.126
C 1.650 2.298 -4.670
N -0.206 3.887 -2.401
C 1.233 3.884 -1.976
C -1.075 4.777 -1.636
N -1.244 3.355 -4.969
C -0.397 4.357 -5.669
C -2.581 3.303 -5.515
H 1.215 0.633 -2.122
H 1.366 -0.093 -3.802
H -0.180 0.076 -3.064
H 1.235 2.470 -5.663
H 2.445 1.552 -4.636
H 2.067 3.230 -4.290
H 1.428 4.478 -1.084
H 1.635 2.897 -1.744
H 1.803 4.191 -2.853
H -0.649 5.747 -1.380
H -1.987 4.980 -2.196
H -1.302 4.264 -0.701
H -0.974 5.145 -6.153
H 0.233 4.918 -4.979
H 0.095 3.984 -6.567
H -3.018 2.338 -5.260
H -2.609 3.455 -6.594
H -3.106 4.062 -4.935
C -4.020 -5.268 -2.134
C -3.994 -3.778 -2.070
O -4.866 -3.253 -1.108
C -5.216 -1.897 -1.006
O -4.446 -1.008 -1.447
O -6.405 -1.574 -0.299
C -7.206 -2.469 0.513
H -3.232 -5.601 -1.458
H -3.705 -5.549 -3.139
H -4.981 -5.682 -1.830
H -4.355 -3.455 -3.046
H -3.038 -3.282 -1.902
H -6.898 -2.211 1.526
H -6.926 -3.482 0.225
H -8.257 -2.221 0.360
C 3.490 1.539 6.829
C 3.468 0.053 6.507
O 2.730 -0.119 5.368
C 2.199 -1.423 5.171
O 2.196 -2.403 5.995
O 1.645 -1.406 3.997
C 0.880 -2.457 3.527
H 3.774 1.775 7.854
H 2.469 1.903 6.721
H 4.049 2.180 6.147
H 3.110 -0.292 7.477
H 4.513 -0.234 6.391
H 0.725 -2.134 2.498
H -0.043 -2.562 4.098
H 1.487 -3.361 3.581
C 7.269 4.252 2.248
C 7.311 2.818 1.736
O 5.944 2.472 1.452
C 5.693 1.232 0.826
O 6.437 0.537 0.222
O 4.317 1.070 0.954
C 3.619 -0.095 0.359
H 8.293 4.588 2.412
H 6.747 4.351 3.199
H 6.743 4.919 1.565
H 7.764 2.003 2.302
H 7.881 2.761 0.808
H 3.429 0.192 -0.675
H 2.624 -0.274 0.767
H 4.230 -0.997 0.335
```

## Properties
2S+1 = 2
gap between HOMO and LUMO (alpha / beta) = 0.2702 / 0.2640 hartree
⟨S²⟩ = 0.751
F_max = 6.13 eV/A